Entry 1:
Molecular formula: C20H42B3N2O4Si2
Method: DFT, the ωB97M-V functional and the def2-TZVPD basis

Values from the calculation:
Total charge: -1
Max |F| (eV/Å): 1.0
LUMO (eV): 2.08
HOMO energy (eV): -3.83
Gap between HOMO and LUMO (eV): 5.916

Last column: Löwdin charge in e.
CARTESIAN COORDINATES (ANGSTROEM)
C  -5.089  -0.212  2.259  -0.104
C  -4.418  1.008  2.897  -0.196
C  -4.815  2.387  2.288  -0.231
C  -6.209  2.445  1.658  -0.069
B  -3.681  2.926  1.353  -0.535
O  -2.444  3.221  1.918  0.258
B  -1.403  3.484  1.048  -0.329
O  -1.734  4.095  -0.142  0.251
B  -2.745  3.376  -0.782  -0.528
C  -2.564  2.848  -2.235  -0.047
C  -1.123  2.389  -2.527  -0.169
C  -0.931  0.879  -2.531  -0.223
N  -0.676  0.375  -1.189  -0.051
C  -0.631  -1.077  -1.135  -0.179
C  -1.937  -1.835  -1.182  -0.132
C  -1.829  -3.215  -1.348  -0.046
C  -2.928  -4.045  -1.377  -0.097
C  -4.199  -3.499  -1.259  -0.093
C  -4.333  -2.134  -1.090  -0.026
C  -3.219  -1.312  -1.039  -0.262
O  -3.451  0.038  -0.880  0.024
O  -3.870  3.114  -0.003  0.297
H  -5.248  -0.090  1.191  0.050
H  -4.471  -1.100  2.394  0.075
H  -6.047  -0.426  2.732  0.074
H  -3.336  0.881  2.829  0.104
H  -4.654  1.013  3.961  0.106
H  -4.830  3.087  3.130  0.137
H  -6.986  2.409  2.424  0.080
H  -6.336  3.393  1.136  0.078
H  -6.384  1.654  0.935  0.071
H  -0.301  3.110  1.288  0.124
H  -3.278  2.048  -2.421  0.103
H  -2.825  3.673  -2.907  0.115
H  -0.809  2.769  -3.499  0.108
H  -0.431  2.813  -1.798  0.110
H  -1.799  0.359  -2.937  0.119
H  -0.081  0.649  -3.191  0.118
H  0.203  0.735  -0.841  0.098
H  -0.089  -1.355  -0.229  0.125
H  -0.019  -1.452  -1.968  0.120
H  -0.845  -3.657  -1.447  0.118
H  -2.808  -5.113  -1.491  0.098
H  -5.081  -4.123  -1.280  0.097
H  -5.306  -1.671  -0.999  0.113
H  -3.058  0.319  -0.048  0.102
C  2.603  0.476  1.786  -0.211
Si  3.716  -0.618  0.704  0.196
C  3.107  -0.336  -1.083  -0.186
C  3.248  -2.412  1.137  -0.203
N  5.307  -0.226  0.960  -0.233
Si  6.672  -0.876  0.264  0.199
C  6.781  -0.668  -1.626  -0.209
C  6.932  -2.733  0.594  -0.209
C  8.210  -0.014  0.961  -0.217
H  1.536  0.251  1.652  -0.002
H  2.848  0.329  2.840  0.012
H  2.762  1.528  1.539  0.011
H  2.013  -0.382  -1.157  -0.025
H  3.505  -1.092  -1.766  0.012
H  3.428  0.647  -1.434  0.020
H  3.653  -2.674  2.116  0.014
H  3.643  -3.117  0.400  0.006
H  2.159  -2.555  1.173  0.000
H  6.076  -1.326  -2.141  0.003
H  7.783  -0.904  -2.004  0.007
H  6.550  0.364  -1.901  0.012
H  6.791  -2.945  1.656  0.012
H  7.942  -3.057  0.314  0.007
H  6.225  -3.343  0.025  0.003
H  8.255  -0.149  2.044  0.009
H  8.165  1.057  0.752  0.009
H  9.138  -0.407  0.529  0.006

Entry 2:
Molecular formula: C20H42BCl2NO9P
Method: DFT, the ωB97M-V functional and the def2-TZVPD basis

Values from the calculation:
Total charge: +1
Max |F| (eV/Å): 1.8
LUMO (eV): -3.69
HOMO energy (eV): -11.80
Gap between HOMO and LUMO (eV): 8.110

Last column: Löwdin charge in e.
CARTESIAN COORDINATES (ANGSTROEM)
C  5.937  -0.011  2.682  -0.055
C  4.589  -0.408  2.087  -0.281
O  4.630  -0.365  0.675  -0.142
C  3.546  0.291  0.067  -0.230
C  2.259  -0.528  0.135  -0.212
C  1.111  0.212  -0.536  -0.197
C  -0.248  -0.499  -0.485  -0.174
C  -1.298  0.077  0.460  -0.125
C  -1.184  -0.115  1.989  -0.302
B  -0.732  -1.577  2.530  -0.438
C  -1.287  -2.185  3.882  0.030
O  0.140  -2.337  1.807  0.152
C  -2.646  0.156  2.544  -0.141
C  -2.543  0.832  3.908  -0.434
P  -3.833  2.208  4.153  0.584
O  -3.168  3.234  5.225  -0.327
Cl  -5.144  1.133  5.279  0.313
N  -1.078  1.117  4.083  0.073
C  -0.517  1.050  2.685  -0.610
Cl  1.220  1.191  2.719  0.846
H  5.796  0.691  3.504  0.070
H  6.476  -0.862  3.085  0.072
H  6.541  0.490  1.932  0.081
H  3.801  0.249  2.474  0.067
H  4.326  -1.420  2.407  0.116
H  3.785  0.404  -0.989  0.129
H  3.365  1.272  0.523  0.116
H  2.435  -1.460  -0.401  0.135
H  2.035  -0.733  1.183  0.044
H  1.383  0.297  -1.590  0.120
H  1.032  1.240  -0.171  0.100
H  -0.119  -1.567  -0.333  0.108
H  -0.692  -0.395  -1.476  0.118
H  -1.325  1.156  0.273  0.129
H  -2.262  -0.328  0.159  0.128
H  -0.756  -3.104  4.113  0.080
H  -1.146  -1.522  4.741  0.057
H  -2.349  -2.422  3.820  0.086
H  1.048  -2.356  2.117  0.119
H  -3.094  0.868  1.841  0.105
H  -3.315  -0.697  2.528  0.132
H  -2.781  0.093  4.672  0.084
H  -2.237  3.442  5.124  0.046
H  -0.838  2.034  4.458  0.154
H  -0.626  0.412  4.667  0.159
H  -0.896  1.945  2.185  0.136
C  -6.996  1.596  -3.904  -0.059
C  -5.616  1.429  -3.313  -0.204
O  -5.575  1.856  -1.935  0.037
C  -6.020  0.970  -1.053  -0.617
O  -6.404  -0.146  -1.281  0.129
O  -5.952  1.527  0.164  -0.006
C  -6.442  0.695  1.214  -0.048
H  -7.341  2.623  -3.783  0.084
H  -6.977  1.358  -4.967  0.084
H  -7.712  0.935  -3.417  0.079
H  -4.895  2.067  -3.819  0.123
H  -5.271  0.399  -3.383  0.122
H  -5.962  -0.283  1.192  0.090
H  -7.521  0.574  1.144  0.105
H  -6.187  1.196  2.144  0.059
C  6.531  -1.662  -2.982  -0.061
C  6.393  -0.436  -3.856  -0.210
O  5.951  -0.777  -5.180  0.044
C  4.641  -0.964  -5.307  -0.615
O  3.815  -0.844  -4.435  0.104
O  4.392  -1.301  -6.569  0.011
C  3.016  -1.560  -6.860  -0.036
H  7.188  -2.396  -3.448  0.083
H  6.942  -1.384  -2.011  0.079
H  5.562  -2.133  -2.822  0.074
H  7.354  0.054  -3.994  0.124
H  5.705  0.288  -3.422  0.115
H  2.392  -0.724  -6.555  0.094
H  2.688  -2.469  -6.360  0.098
H  2.961  -1.691  -7.936  0.095

Entry 3:
Molecular formula: C20H42BiNOP3
Method: DFT, the ωB97M-V functional and the def2-TZVPD basis

Values from the calculation:
Total charge: +3
Max |F| (eV/Å): 4.1
LUMO (spin up / spin down) (eV): -11.83 / -11.72
HOMO energy (spin up / spin down) (eV): -15.54 / -15.55
Energy relative to the best compared isomer or geometry (same formula, charge and spin) (kcal per mole): 61.60
Gap between HOMO and LUMO (spin up / spin down) (eV): 3.716 / 3.823

Last column: Löwdin charge in e.
CARTESIAN COORDINATES (ANGSTROEM)
Bi  0.280  0.177  -0.287  1.496
P  0.985  2.942  0.150  0.770
P  -1.856  0.713  -2.144  0.767
P  1.106  -0.769  2.242  0.676
H  -0.877  -3.957  -2.454  0.032
C  -0.807  -4.541  -1.557  -0.052
C  -1.753  -4.386  -0.598  -0.082
H  -2.696  -3.872  -0.813  0.036
C  2.359  3.345  -0.914  -0.190
C  -0.299  4.114  -0.217  -0.230
C  1.445  3.236  1.861  -0.177
C  -2.819  -0.858  -2.284  -0.215
C  -3.159  1.906  -1.593  -0.228
C  -1.305  1.159  -3.843  -0.226
C  0.374  -2.420  2.269  -0.231
C  0.304  0.032  3.634  -0.245
C  2.880  -0.934  2.336  -0.217
H  0.182  -4.952  -1.333  0.058
H  -1.702  -4.881  0.367  0.049
H  2.753  4.274  -0.489  0.092
H  2.048  3.515  -1.954  0.093
H  3.065  2.530  -0.845  0.037
H  0.061  5.139  -0.134  0.093
H  -1.093  3.899  0.503  0.075
H  -0.612  3.900  -1.244  0.052
H  1.979  4.195  1.948  0.106
H  2.095  2.438  2.253  0.058
H  0.529  3.295  2.465  0.078
H  -3.331  -0.847  -3.259  0.080
H  -3.584  -0.972  -1.496  0.057
H  -2.177  -1.753  -2.236  0.035
H  -3.855  2.066  -2.432  0.078
H  -2.741  2.880  -1.300  0.031
H  -3.745  1.539  -0.734  0.039
H  -2.189  1.158  -4.494  0.071
H  -0.576  0.454  -4.260  0.066
H  -0.835  2.155  -3.925  0.060
H  1.049  -3.017  2.892  0.072
H  0.242  -2.917  1.294  0.043
H  -0.594  -2.333  2.758  0.050
H  0.596  -0.507  4.539  0.080
H  -0.777  0.007  3.551  0.032
H  0.635  1.070  3.715  0.032
H  3.102  -1.817  2.920  0.067
H  3.336  -0.063  2.822  0.067
H  3.319  -1.035  1.349  0.037
C  2.771  -1.209  -1.590  -0.427
C  3.529  -0.088  -1.961  -0.071
C  4.890  -0.083  -1.625  -0.067
C  5.508  -1.300  -1.202  -0.048
C  4.730  -2.464  -0.968  -0.050
C  3.376  -2.427  -1.242  -0.039
O  1.481  -1.260  -1.211  -0.441
H  -0.040  1.966  -0.940  -0.094
H  3.030  0.805  -2.369  0.095
H  5.445  0.849  -1.745  0.112
H  6.611  -1.332  -1.076  0.124
H  5.105  -3.416  -0.607  0.120
H  2.685  -3.214  -0.984  0.115
C  -5.483  -0.443  1.850  -0.060
C  -4.165  -0.094  2.574  -0.194
C  -3.030  -0.025  1.694  -0.167
N  -2.120  -0.006  0.959  0.066
H  -5.680  0.275  1.046  0.080
H  -6.345  -0.427  2.524  0.100
H  -5.424  -1.449  1.410  0.091
H  -4.273  0.876  3.084  0.141
H  -3.946  -0.841  3.349  0.141

Entry 4:
Molecular formula: C20H42BrClIO11PS2
Method: DFT, the ωB97M-V functional and the def2-TZVPD basis

Values from the calculation:
Max |F| (eV/Å): 1.4
LUMO (eV): -0.08
HOMO energy (eV): -8.75
SMILES string: CCSC[C@]1(C[C@@H](C)Br)OS(=O)(=O)O[C@]1(I)P(O)Cl.COCCOCCOC.COCCOCCOC
Gap between HOMO and LUMO (eV): 8.672

Last column: Löwdin charge in e.
CARTESIAN COORDINATES (ANGSTROEM)
C  3.308  2.591  -1.661  -0.153
C  2.932  2.553  -3.136  -0.513
S  2.078  1.061  -3.750  0.897
C  2.714  -0.181  -2.598  -0.471
C  2.213  -1.599  -2.877  -0.502
C  3.381  -2.535  -3.322  -0.157
C  4.299  -3.289  -2.360  -0.714
C  4.975  -2.460  -1.269  -0.149
Br  3.452  -4.909  -1.667  0.674
O  1.361  -1.589  -4.113  -0.269
S  0.385  -2.833  -4.120  0.570
O  -0.909  -2.380  -4.468  -0.210
O  0.957  -3.953  -4.775  -0.206
O  0.476  -3.122  -2.525  -0.270
C  1.097  -2.008  -1.903  -0.937
I  1.551  -2.278  0.150  1.010
P  -0.354  -0.596  -2.012  0.632
O  -1.553  -1.508  -1.435  -0.373
Cl  0.032  0.677  -0.421  0.200
H  2.429  2.611  -1.018  0.054
H  3.960  1.771  -1.366  0.063
H  3.869  3.508  -1.474  0.078
H  2.236  3.367  -3.336  0.066
H  3.807  2.723  -3.764  0.065
H  3.801  -0.178  -2.650  0.082
H  2.450  0.088  -1.573  0.021
H  3.005  -3.258  -4.038  0.095
H  4.044  -1.864  -3.876  0.137
H  5.082  -3.700  -2.991  0.082
H  5.245  -3.077  -0.415  0.065
H  5.899  -2.037  -1.668  0.085
H  4.364  -1.636  -0.912  0.027
H  -1.371  -2.044  -0.642  0.035
C  -0.949  6.314  1.483  -0.114
O  -0.302  5.410  2.346  -0.195
C  -0.084  4.144  1.748  -0.210
C  1.071  3.427  2.409  -0.183
O  2.349  3.896  2.007  -0.132
C  2.784  5.142  2.527  -0.184
C  3.217  5.093  3.975  -0.209
O  2.096  5.079  4.840  -0.195
C  2.385  4.513  6.096  -0.115
H  -1.951  5.964  1.208  0.089
H  -1.040  7.261  2.010  0.088
H  -0.367  6.474  0.567  0.088
H  0.130  4.261  0.678  0.124
H  -0.993  3.537  1.861  0.129
H  1.042  2.386  2.076  0.107
H  0.963  3.435  3.495  0.124
H  2.034  5.922  2.379  0.123
H  3.664  5.399  1.934  0.127
H  3.827  5.981  4.189  0.128
H  3.834  4.200  4.136  0.127
H  2.744  3.482  5.994  0.088
H  1.462  4.509  6.672  0.088
H  3.138  5.097  6.638  0.088
C  -6.013  -6.330  -0.262  -0.113
O  -5.555  -5.190  0.427  -0.195
C  -4.212  -5.312  0.855  -0.206
C  -3.576  -3.955  1.039  -0.175
O  -3.188  -3.325  -0.172  -0.152
C  -4.210  -2.779  -0.997  -0.179
C  -4.812  -1.499  -0.468  -0.202
O  -5.737  -1.761  0.573  -0.194
C  -5.913  -0.660  1.432  -0.115
H  -6.011  -7.218  0.382  0.088
H  -7.034  -6.130  -0.581  0.088
H  -5.398  -6.533  -1.147  0.089
H  -3.629  -5.886  0.124  0.129
H  -4.188  -5.844  1.817  0.129
H  -2.641  -4.107  1.585  0.127
H  -4.216  -3.305  1.640  0.125
H  -4.986  -3.516  -1.208  0.127
H  -3.709  -2.537  -1.936  0.118
H  -5.330  -0.990  -1.292  0.133
H  -4.008  -0.845  -0.107  0.121
H  -4.964  -0.358  1.891  0.087
H  -6.603  -0.965  2.217  0.087
H  -6.337  0.201  0.902  0.088